1.
Entry from OMol25: a cluster of 11 separate species, C36H64O26S3 in total in a non-equilibrium geometry (ωB97M-V/def2-TZVPD).

HOMO-LUMO gap: 3.09 eV
charge: -2
lowest unoccupied orbital energy: 2.91 eV
max |F|: 6.355 eV/Å

Positions of all 129 atoms, in Å:
O -31.357251 16.074392 27.656591
C -30.703875 15.757965 28.876402
C -29.822090 16.796023 29.599053
O -29.011790 16.321693 30.664019
H -30.009803 14.945283 28.662132
H -31.362788 15.176933 29.521644
H -30.522700 17.550977 29.955825
H -29.208264 17.365265 28.901000
C -29.450222 21.893492 36.169511
C -30.819034 21.637159 35.455634
C -30.951911 20.209481 34.891905
O -32.201852 19.762270 35.267239
C -32.679216 20.629894 36.152696
O -33.717412 20.359561 36.740251
O -31.810852 21.608075 36.447245
H -28.536770 21.844539 35.576795
H -29.328694 21.357306 37.110692
H -29.410307 22.927428 36.512258
H -30.874972 22.347298 34.630604
H -30.156830 19.650567 35.385448
H -30.696594 20.259453 33.833424
C -33.029734 20.822432 22.955085
C -31.890691 21.582675 23.568329
C -30.881239 20.831645 24.456562
O -29.641434 21.416629 24.071711
C -29.822264 22.056984 22.850923
O -28.951818 22.525038 22.114495
O -31.059000 21.885656 22.430329
H -33.605955 20.298421 23.717625
H -32.604830 20.202812 22.165383
H -33.598156 21.552042 22.378303
H -32.365095 22.441093 24.043887
H -30.851203 19.771100 24.206686
H -31.000867 20.922649 25.536147
C -29.863699 8.657199 27.655103
C -30.747171 7.425176 27.650185
C -31.953246 7.507875 26.722963
O -31.908159 6.199791 26.165274
C -30.709852 5.578552 26.377768
O -30.331308 4.538019 25.817895
O -29.985480 6.310371 27.205822
H -29.347588 8.675732 26.695209
H -29.068615 8.362806 28.340132
H -30.307255 9.609413 27.946036
H -31.074794 7.316439 28.684090
H -31.848250 8.253775 25.935120
H -32.815971 7.691711 27.363272
C -24.369626 12.249406 35.372359
C -24.177762 13.749075 35.185545
C -25.418938 14.538734 35.694795
O -24.769780 15.451233 36.568840
C -23.496060 15.202122 36.787794
O -22.675025 15.633791 37.686080
O -23.130795 14.284498 36.008836
H -23.620714 11.675303 34.826800
H -25.294835 11.814520 34.994279
H -24.236807 12.227954 36.454030
H -24.119656 14.043721 34.137728
H -26.086818 13.796421 36.131842
H -25.682300 14.931237 34.712608
C -36.402048 12.982445 29.039267
C -36.016903 13.206628 27.529420
C -35.055976 12.154343 26.871296
O -36.004727 11.360594 26.123233
C -37.147359 11.980426 25.998333
O -37.919063 11.752400 25.065146
O -37.237741 13.020873 26.882679
H -35.633773 13.102002 29.803173
H -36.327145 11.919102 29.266834
H -37.419112 13.239496 29.335243
H -35.667953 14.192743 27.222993
H -34.490784 11.726665 27.699391
H -34.379364 12.681836 26.198952
C -31.622160 13.505273 35.137082
C -31.973553 12.669372 33.809098
C -30.663635 12.153190 33.106859
O -30.470689 10.896238 33.693472
C -31.601254 10.475725 34.252577
O -31.802305 9.331182 34.632246
O -32.524725 11.533559 34.386626
H -31.814336 14.560355 34.942214
H -30.572583 13.469977 35.429068
H -32.335366 13.325771 35.941576
H -32.606816 13.138327 33.055986
H -29.841082 12.867232 33.147528
H -30.960682 11.987823 32.071231
C -23.118965 15.540232 27.899366
C -23.903442 14.744532 28.930900
C -24.894480 13.751979 28.291178
O -24.575003 12.512332 28.836263
C -23.400884 12.642302 29.625817
O -22.871332 11.674223 30.216928
O -22.982908 13.885136 29.619498
H -22.118456 15.848133 28.203132
H -23.709990 16.453512 27.830781
H -23.142856 15.074496 26.914166
H -24.425873 15.362351 29.661287
H -24.659692 13.580464 27.240669
H -25.828908 14.268695 28.510163
C -24.912944 21.477191 28.728820
S -23.638461 20.836732 29.788404
O -22.474368 21.824782 29.789177
C -24.700317 20.866130 31.361964
H -25.772344 20.809663 28.791637
H -24.724530 21.775353 27.697467
H -25.173101 22.470586 29.094319
H -25.621972 21.357037 31.049461
H -24.281804 21.456931 32.176762
H -24.983557 19.854054 31.651062
C -36.053739 18.587086 29.541898
S -36.181172 20.107259 30.477762
O -37.317039 20.822585 29.649063
C -34.625094 20.865232 29.997351
H -35.784229 18.613202 28.486055
H -37.027785 18.105862 29.629939
H -35.291548 17.956967 30.000283
H -33.976022 20.017860 30.218166
H -34.162783 21.634127 30.616362
H -34.495498 20.832794 28.915565
C -28.209642 16.521574 22.316515
S -29.490440 16.707776 21.136778
O -28.582257 16.561771 19.886629
C -30.375834 15.066837 21.415154
H -27.755372 15.543949 22.155308
H -28.579046 16.438303 23.338631
H -27.397605 17.232652 22.164642
H -29.682891 14.227176 21.361213
H -31.370163 14.915112 20.995174
H -30.653522 15.025698 22.468387

Atoms 1-2, force components in eV/Å:
0.183 0.473 1.094
0.320 -0.695 -2.589

Mulliken population analysis, charges in e, atoms 1 to 99: atom 1 (O): -0.97, atom 2 (C): -0.11, atom 3 (C): -0.07, atom 4 (O): -0.97, atom 5 (H): 0.13, atom 6 (H): -0.02, atom 7 (H): -0.01, atom 8 (H): 0.10, atom 9 (C): -1.45, atom 10 (C): 0.50, atom 11 (C): -0.48, atom 12 (O): -0.27, atom 13 (C): 0.63, atom 14 (O): -0.59, atom 15 (O): -0.34, atom 16 (H): 0.38, atom 17 (H): 0.37, atom 18 (H): 0.36, atom 19 (H): 0.24, atom 20 (H): 0.27, atom 21 (H): 0.37, atom 22 (C): -1.42, atom 23 (C): 0.51, atom 24 (C): -0.40, atom 25 (O): -0.30, atom 26 (C): 0.68, atom 27 (O): -0.60, atom 28 (O): -0.34, atom 29 (H): 0.38, atom 30 (H): 0.35, atom 31 (H): 0.37, atom 32 (H): 0.22, atom 33 (H): 0.25, atom 34 (H): 0.30, atom 35 (C): -1.45, atom 36 (C): 0.44, atom 37 (C): -0.30, atom 38 (O): -0.34, atom 39 (C): 0.68, atom 40 (O): -0.59, atom 41 (O): -0.34, atom 42 (H): 0.37, atom 43 (H): 0.34, atom 44 (H): 0.40, atom 45 (H): 0.24, atom 46 (H): 0.27, atom 47 (H): 0.28, atom 48 (C): -1.31, atom 49 (C): 0.23, atom 50 (C): -0.39, atom 51 (O): -0.34, atom 52 (C): 0.75, atom 53 (O): -0.65, atom 54 (O): -0.36, atom 55 (H): 0.30, atom 56 (H): 0.35, atom 57 (H): 0.39, atom 58 (H): 0.37, atom 59 (H): 0.30, atom 60 (H): 0.35, atom 61 (C): -1.45, atom 62 (C): 0.35, atom 63 (C): -0.53, atom 64 (O): -0.31, atom 65 (C): 0.66, atom 66 (O): -0.61, atom 67 (O): -0.33, atom 68 (H): 0.47, atom 69 (H): 0.40, atom 70 (H): 0.33, atom 71 (H): 0.32, atom 72 (H): 0.36, atom 73 (H): 0.32, atom 74 (C): -1.22, atom 75 (C): 0.33, atom 76 (C): -0.54, atom 77 (O): -0.32, atom 78 (C): 0.63, atom 79 (O): -0.58, atom 80 (O): -0.36, atom 81 (H): 0.36, atom 82 (H): 0.28, atom 83 (H): 0.34, atom 84 (H): 0.40, atom 85 (H): 0.40, atom 86 (H): 0.26, atom 87 (C): -1.25, atom 88 (C): 0.28, atom 89 (C): -0.52, atom 90 (O): -0.33, atom 91 (C): 0.63, atom 92 (O): -0.61, atom 93 (O): -0.34, atom 94 (H): 0.32, atom 95 (H): 0.34, atom 96 (H): 0.32, atom 97 (H): 0.41, atom 98 (H): 0.32, atom 99 (H): 0.41


2.
Entry from OMol25: a cluster of 2 separate species, H3N2O2P in total in a non-equilibrium geometry (ωB97M-V/def2-TZVPD).

HOMO-LUMO gap: 8.66 eV
charge: 0
lowest unoccupied orbital energy: -1.19 eV
SMILES: [H]/N=P/[H].O=NO
max |F|: 3.812 eV/Å

Positions of all 8 atoms, in Å:
H 1.483733 -0.105662 1.610433
N 1.212168 0.212496 0.688606
P 2.283983 0.615857 -0.406984
H 1.233034 0.952969 -1.341803
O -1.918281 -0.235418 -1.458500
N -2.288645 -0.651992 -0.359544
O -1.498157 -0.434940 0.715587
H -0.507836 -0.353311 0.552206

Atoms 1-2, force components in eV/Å:
0.649 0.019 0.035
0.138 -0.156 -0.372

Okay, here come the Mulliken numbers, in e, for every atom: atom 1 (H): 0.23, atom 2 (N): -0.49, atom 3 (P): 0.12, atom 4 (H): 0.08, atom 5 (O): -0.38, atom 6 (N): 0.31, atom 7 (O): -0.33, atom 8 (H): 0.46


Q: lowest unoccupied orbital energy of number 1 (C36H64O26S3)?
A: 2.91 eV


Q: What is the formula in the second record?
A: H3N2O2P


Q: What is the charge in the second record?
A: 0